#i
{"formula": "ClH2NS", "method": "the ωB97M-V functional and the def2-TZVPD basis", "elements": ["N", "S", "Cl", "H", "H"], "positions_angstrom": [[0.102, -1.071, -1.015], [1.221, -0.624, -0.096], [-1.769, 0.405, 0.618], [-0.853, -0.812, -1.136], [-0.641, 0.849, 0.652]], "smiles": "N=S.Cl", "multiplicity": 1}



#ii
{"formula": "ClH2NS", "method": "the ωB97M-V functional and the def2-TZVPD basis", "elements": ["N", "S", "Cl", "H", "H"], "positions_angstrom": [[-0.260, 0.553, 0.136], [-4.449, -0.460, 0.012], [-2.724, 0.588, 0.016], [0.076, 0.213, -0.761], [-0.202, -0.255, 0.767]], "multiplicity": 1}



We find #i to be the most stable, with the next structure 57.5 kcal/mol higher.